1.
Formula: C11H8BrCoIN3O2
Source: the Open Molecules 2025 dataset
Level of theory: ωB97M-V/def2-TZVPD

Geometry as XYZ:
```
27
C11H8BrCoIN3O2 (ωB97M-V/def2-TZVPD)
Co -0.5849 -3.0095 0.5492
O 1.1761 -3.0095 0.5492
N 1.8744 -2.9345 -0.5551
C 1.9176 -1.8966 -1.3081
C 1.1362 -0.6894 -1.0709
N 0.5275 0.2821 -0.9022
C 2.9440 -1.9110 -2.3056
N 3.7920 -1.9788 -3.1002
C -3.2888 -1.7351 0.3050
C -2.5496 -3.0095 0.5492
O -3.1560 -4.0498 0.7485
H -4.3867 -1.9030 0.3372
H -3.0117 -1.3360 -0.6924
H -3.0117 -0.9957 1.0844
Br -2.5898 2.5719 0.7362
C -0.6992 2.6536 0.5598
C -0.1295 3.9323 0.5067
C 1.2514 4.0868 0.3779
C 2.0715 2.9645 0.3014
C 1.5119 1.6866 0.3536
C 0.1256 1.5243 0.4829
I -0.5849 -0.4492 0.5492
H -0.7563 4.8194 0.5652
H 1.6856 5.0829 0.3374
H 3.1479 3.0825 0.2010
H 2.1723 0.8243 0.2920
H -0.5849 -4.6038 0.5492
```

## Properties
* lowest unoccupied orbital energy (alpha / beta): 0.0892 / 0.0533 hartree
* net charge: -1
* multiplicity: 4
* F_max: 8.7 eV Å⁻¹
* calculated total energy: -4992.73326 a.u.

---

2.
Formula: C11H8Cl2N4O4S
Source: the Open Molecules 2025 dataset
Level of theory: ωB97M-V/def2-TZVPD

Geometry as XYZ:
```
30
C11H8Cl2N4O4S (ωB97M-V/def2-TZVPD)
O 0.4082 4.1982 1.9341
N 0.8669 3.0781 1.8477
O 1.4863 2.5114 2.7261
C 0.6536 2.3630 0.6286
C -0.2508 2.8400 -0.3266
C -0.4728 2.0870 -1.4511
C 0.2073 0.8598 -1.5765
N -0.0117 0.0520 -2.6579
N 0.3355 -1.2828 -2.5185
S -0.9083 -2.2102 -1.8117
O -0.5921 -3.5800 -2.0483
O -2.1575 -1.6876 -2.2812
C -0.6186 -1.8207 -0.0822
C 0.4630 -2.4772 0.4734
C 0.8439 -2.1906 1.7746
Cl 2.1976 -2.9865 2.4621
C 0.1374 -1.2520 2.5202
C -0.9494 -0.6096 1.9616
C -1.3321 -0.8862 0.6515
Cl -2.6577 -0.0389 -0.0286
N 1.1146 0.4463 -0.6908
C 1.3354 1.1763 0.3770
H -0.7660 3.7720 -0.1492
H -1.1708 2.4015 -2.2097
H -0.8821 0.2210 -3.1619
H 0.7151 -1.6906 -3.3627
H 0.9874 -3.2004 -0.1288
H 0.4430 -1.0212 3.5285
H -1.5053 0.1182 2.5308
H 2.0800 0.8095 1.0694
```

## Properties
* lowest unoccupied orbital energy: -0.0229 hartree
* multiplicity: 1
* F_max: 1.3 eV Å⁻¹
* calculated total energy: -2262.41490 a.u.

---

3.
Formula: C11H8FNO5
Source: the Open Molecules 2025 dataset
Level of theory: ωB97M-V/def2-TZVPD

Geometry as XYZ:
```
26
C11H8FNO5 (ωB97M-V/def2-TZVPD)
C -3.3099 -1.5959 -1.3145
C -2.6443 -0.2868 -0.9344
F -2.3941 0.4617 -2.0476
C -1.3490 -0.4488 -0.1909
C -1.2930 -0.4636 1.1242
C 0.0561 -0.6030 1.7241
O 0.3000 -1.2332 2.7203
C 1.1485 0.0785 0.9576
C 2.2506 0.7166 1.7480
C 2.5753 2.1286 1.3223
O 3.6564 2.6195 1.4484
O 1.5155 2.8338 0.8055
C 1.0903 0.0696 -0.3514
O 2.0777 0.6611 -1.1326
C 2.7550 -0.1941 -1.8364
N 3.1093 -0.9741 -2.6322
C -0.0959 -0.5815 -0.9967
O -0.0567 -1.1531 -2.0544
H -4.3825 -1.4563 -1.2623
H -3.0765 -1.8565 -2.3355
H -3.0674 -2.4012 -0.6380
H -3.3078 0.2569 -0.2748
H -2.1722 -0.3497 1.7318
H 1.8861 0.8046 2.7672
H 3.1491 0.1211 1.8031
H 1.5792 2.8458 -0.1510
```

## Properties
* lowest unoccupied orbital energy: -0.0626 hartree
* multiplicity: 1
* F_max: 3.1 eV Å⁻¹
* calculated total energy: -954.69850 a.u.

---

4.
Formula: C11H8O2
Source: the Open Molecules 2025 dataset
Level of theory: ωB97M-V/def2-TZVPD

Geometry as XYZ:
```
21
C11H8O2 (ωB97M-V/def2-TZVPD)
C 3.4625 -0.3447 0.1524
C 2.0276 0.1176 -0.1661
C 1.6206 1.4458 -0.4097
C 0.1501 1.8125 -0.0236
O -0.1718 2.9443 0.0564
C -0.9591 0.6577 0.0826
C -2.2022 1.1313 0.4617
C -3.2418 0.1342 0.0621
C -2.8553 -1.2128 -0.1362
C -1.4516 -1.7748 -0.2215
C -0.5500 -0.6857 -0.1511
C 0.8849 -0.9100 0.0484
O 1.4463 -1.9953 0.4059
H 3.7839 -1.2959 -0.6019
H 3.3028 -0.5937 1.3266
H 4.2212 0.4686 0.1492
H 2.1194 2.5112 -0.8632
H -2.5443 2.0603 0.8190
H -4.2720 0.2035 0.1795
H -3.6033 -1.8211 -0.5978
H -1.1680 -2.8529 -0.5726
```

## Properties
* lowest unoccupied orbital energy: -0.0320 hartree
* multiplicity: 1
* F_max: 5.9 eV Å⁻¹
* calculated total energy: -574.29898 a.u.
* ΔE to the lowest compared entry with this formula, charge and spin: 429.7 kJ/mol

---

5.
Formula: C11H9AsIN3PdS4
Source: the Open Molecules 2025 dataset
Level of theory: ωB97M-V/def2-TZVPD

Geometry as XYZ:
```
30
C11H9AsIN3PdS4 (ωB97M-V/def2-TZVPD)
Pd -1.4382 -0.2834 -0.7548
C 3.3156 -0.2751 -3.3863
C 1.9561 -0.2664 -3.6738
C 1.0215 -0.2487 -2.6660
C 1.4311 -0.2449 -1.3163
C 2.8119 -0.2580 -1.0364
C 3.7288 -0.2693 -2.0614
N 0.4937 -0.2336 -0.3327
N 0.9204 -0.2589 0.9100
C 0.0321 -0.2675 1.9010
C 0.5127 -0.2590 3.2365
C -0.3868 -0.2636 4.2671
C -1.7563 -0.2586 3.9890
C -2.1594 -0.2629 2.6674
N -1.3111 -0.2893 1.6578
H 4.0483 -0.2847 -4.1830
H 1.6328 -0.2718 -4.7044
H -0.0521 -0.2343 -2.9037
H 3.1198 -0.2564 -0.0007
H 4.7868 -0.2721 -1.8260
H 1.5810 -0.2394 3.3986
H -0.0399 -0.2657 5.2951
H -2.4884 -0.2423 4.7799
H -3.2114 -0.2350 2.3991
S -4.1369 2.3992 1.0855
As -3.5023 1.8659 -0.8707
S -3.7337 -0.2661 -1.2401
S -1.3341 2.0834 -1.1227
S -4.5902 3.0344 -2.2680
I -1.2519 -2.8765 -1.2402
```

## Properties
* lowest unoccupied orbital energy: 0.1153 hartree
* net charge: -2
* multiplicity: 1
* F_max: 4.9 eV Å⁻¹
* calculated total energy: -4843.07001 a.u.

---

6.
Formula: C11H9BN7PtS4
Source: the Open Molecules 2025 dataset
Level of theory: ωB97M-V/def2-TZVPD

Geometry as XYZ:
```
33
C11H9BN7PtS4 (ωB97M-V/def2-TZVPD)
Pt -0.0416 -0.0825 -0.0126
N 3.0993 1.0786 0.9663
C 2.1755 1.9521 0.5673
N 0.9009 1.6717 0.4495
C 0.1465 2.7953 0.1576
C 0.8531 3.9349 0.0024
S 2.5337 3.6281 0.2745
C -1.2978 2.5848 0.0861
C -2.2828 3.4887 -0.1148
S -3.8213 2.7003 -0.0437
C -3.0247 1.1822 0.2564
N -1.7225 1.2804 0.2872
N -3.7101 0.0530 0.4951
H 2.7643 0.1259 1.1461
H 4.0563 1.2064 0.6891
H 0.4946 4.9169 -0.2420
H -2.2028 4.5455 -0.2864
H -4.6731 -0.0035 0.2132
H -3.2009 -0.8197 0.4704
S 1.6633 -0.4631 -1.7055
C 2.6786 -1.5813 -0.8338
C 3.7859 -2.0623 -1.5959
N 4.6919 -2.4070 -2.2180
C 2.5343 -2.0104 0.4592
S 1.3135 -1.5109 1.6025
C 3.4918 -2.9341 0.9785
N 4.2536 -3.6686 1.4333
B -2.9303 -3.6758 -0.5837
C -1.8778 -2.4990 -0.5826
N -1.1074 -1.6378 -0.5877
H -2.3975 -4.6477 -0.1140
H -3.2877 -3.8430 -1.7266
H -3.8587 -3.2981 0.1128
```

## Properties
* lowest unoccupied orbital energy: 0.0659 hartree
* net charge: -1
* multiplicity: 1
* F_max: 0.8 eV Å⁻¹
* calculated total energy: -2544.90802 a.u.
* ΔE to the lowest compared entry with this formula, charge and spin: 91.9 kJ/mol

---

7.
Formula: C11H9BiBrN3O3
Source: the Open Molecules 2025 dataset
Level of theory: ωB97M-V/def2-TZVPD

Geometry as XYZ:
```
28
C11H9BiBrN3O3 (ωB97M-V/def2-TZVPD)
Bi -0.3517 -0.0705 -0.3874
O 0.4686 -0.6114 1.5009
N 0.2379 -1.7942 1.9805
N -0.5181 -2.5457 1.3138
O -1.0411 -2.1028 0.1931
C -0.8129 -3.8459 1.7184
C -0.3532 -4.3350 2.9501
C -0.6972 -5.6184 3.3222
C -1.4826 -6.4115 2.4865
C -1.9106 -5.9292 1.2534
C -1.5780 -4.6502 0.8627
H 0.2499 -3.7107 3.5882
H -0.3655 -6.0108 4.2722
H -1.7622 -7.4096 2.7915
H -2.5077 -6.5477 0.6010
H -1.8962 -4.2648 -0.0922
O 1.3023 5.9992 0.7753
C 0.8668 4.7757 0.7265
C -0.4031 4.3501 1.1663
C -0.7763 3.0367 1.0072
N 0.0280 2.1243 0.4463
C 1.2477 2.5174 0.0708
Br 2.2954 1.0790 -0.6877
C 1.7279 3.7877 0.1802
H 0.6844 6.6501 1.1481
H -1.0863 5.0538 1.6184
H -1.7469 2.6922 1.3301
H 2.7234 4.0546 -0.1409
```

## Properties
* lowest unoccupied orbital energy: -0.3416 hartree
* net charge: +2
* multiplicity: 1
* F_max: 2.2 eV Å⁻¹
* calculated total energy: -3602.47253 a.u.